(1)
Density functional theory data (the ωB97M-V functional and the def2-TZVPD basis) for 2 unconnected molecules or ions with the total composition CH3N.

As for the HOMO-LUMO gap (spin up / spin down): 8.198 / 8.617 eV. The spin multiplicity is 3. The net charge is 0. For the electronic energy, the calculation gives -2567.85637 eV.

Last column: Mulliken charge in e.
Cartesian coordinates (Å):
N1 -1.254 -0.027 -0.143  -0.3555
C1 -0.314 -0.562 0.445  0.1263
H1 1.694 0.277 0.256  -0.1633
H2 -2.267 -0.355 -0.562  0.2217
H3 2.140 0.666 0.003  0.1709

=====

(2)
Density functional theory data (the ωB97M-V functional and the def2-TZVPD basis) for 2 unconnected molecules or ions with the total composition C2H9NS2.

As for the HOMO-LUMO gap: 9.681 eV. The net charge is 0. The energy above the lowest of the compared OMol25 structures with the same formula, charge and spin is 65.6 kJ/mol. As for the SMILES: CSS.CN. For the electronic energy, the calculation gives -25380.03399 eV.

Last column: Mulliken charge in e.
Cartesian coordinates (Å):
S1 -1.195 2.199 1.742  -0.2065
S2 0.144 2.652 0.322  -0.0357
N1 -0.950 -2.633 -2.243  -0.5791
C1 1.733 2.953 1.240  -0.7109
C2 -0.494 -2.454 -0.860  -0.6552
H1 0.300 -1.702 -0.874  0.2561
H2 -1.622 -3.389 -2.297  0.2181
H3 2.343 3.311 0.416  0.2529
H4 1.507 3.635 2.043  0.2910
H5 -0.026 -3.370 -0.497  0.2969
H6 2.000 1.978 1.637  0.2718
H7 -1.307 -2.282 -0.163  0.2411
H8 -1.489 -1.810 -2.490  0.2234
H9 -0.945 0.911 2.024  0.1360

=====

(3)
Density functional theory data (the ωB97M-V functional and the def2-TZVPD basis) for a molecular structure, C19H32N4O2S4Se2W.

As for the HOMO-LUMO gap (spin up / spin down): 6.138 / 6.132 eV. The net charge is +2. The energy above the lowest of the compared OMol25 structures with the same formula, charge and spin is 25.8 kJ/mol. For the electronic energy, the calculation gives -206124.35111 eV.

Last column: Mulliken charge in e.
Cartesian coordinates (Å):
W1 -0.556 0.658 -0.644  -0.2125
Se1 -1.494 1.331 -2.714  -0.0799
Se2 -0.234 2.828 0.243  0.0050
S1 1.642 0.199 -1.597  -0.4259
S2 -0.236 -3.815 1.078  -0.0334
S3 -2.860 -4.767 -1.849  -0.1244
S4 -1.361 -1.787 -1.182  0.4833
O1 -0.139 5.714 -3.381  -0.5220
O2 -3.289 3.182 -0.732  -0.2429
N1 -1.970 0.199 0.885  0.3391
N2 1.908 -0.232 1.024  -0.8290
N3 3.849 -0.098 -0.189  -0.4099
N4 0.533 -0.165 1.064  0.9904
C1 -3.051 4.216 -1.689  -1.3127
C2 -0.631 4.353 -0.926  -1.4295
C3 -0.005 -2.913 -1.608  -1.0016
C4 -1.193 3.214 -3.141  -1.2237
C5 -2.423 -0.757 3.024  -0.8735
C6 -3.509 -3.126 -2.249  -0.7797
C7 -0.087 -0.522 2.147  0.6356
C8 -3.781 -0.604 2.808  -0.6951
C9 -2.717 -4.760 -0.030  -0.3508
C10 0.747 -3.401 -0.375  -0.5433
C11 -2.479 -2.048 -2.583  -0.7909
C12 2.529 -0.047 -0.148  0.7692
C13 -1.335 -5.145 0.517  -0.8101
C14 -1.445 5.632 -2.849  -1.4107
C15 -1.585 4.277 -2.114  1.7546
C16 -4.219 -0.046 1.616  -1.1391
C17 -3.289 0.355 0.678  -0.2238
C18 0.522 -1.057 3.398  -1.6959
C19 -1.533 -0.360 2.037  0.6691
H1 0.033 -1.998 3.647  0.4084
H2 -4.491 -0.913 3.563  0.4973
H3 -0.029 6.551 -3.843  0.3536
H4 -3.322 5.184 -1.255  0.5603
H5 -2.980 -1.095 -2.764  0.3535
H6 1.582 -1.286 3.319  0.5287
H7 -3.025 -3.787 0.351  0.0371
H8 -1.902 -2.289 -3.474  0.4838
H9 -0.969 5.125 -0.232  0.5001
H10 0.353 4.658 -1.287  0.6206
H11 -1.744 3.376 -4.067  0.5169
H12 -3.564 0.846 -0.247  0.6848
H13 -1.477 -5.744 1.417  0.4577
H14 4.324 0.051 -1.065  0.2436
H15 -3.432 -5.499 0.330  0.4972
H16 -1.636 6.444 -2.138  0.4685
H17 -4.076 3.429 -0.234  0.2632
H18 -0.497 -3.752 -2.096  0.4630
H19 -2.056 -1.185 3.945  0.5055
H20 -4.157 -2.790 -1.438  0.2597
H21 1.345 -4.266 -0.670  0.6454
H22 1.454 -2.649 -0.020  -0.1072
H23 -2.200 5.684 -3.642  0.4916
H24 -0.787 -5.779 -0.182  0.4077
H25 -3.678 4.067 -2.575  0.4047
H26 -5.271 0.096 1.413  0.5278
H27 -0.134 3.300 -3.384  0.5329
H28 0.677 -2.444 -2.317  0.6296
H29 4.420 -0.241 0.630  0.1996
H30 2.413 -0.377 1.886  0.1987
H31 0.383 -0.360 4.226  0.3760
H32 -4.150 -3.272 -3.120  0.5035

=====

(4)
Density functional theory data (the ωB97M-V functional and the def2-TZVPD basis) for a molecular structure, C15H27AsN6O2OsSe.

As for the HOMO-LUMO gap (spin up / spin down): 7.704 / 5.535 eV. The spin multiplicity is 5. The net charge is +4. The energy above the lowest of the compared OMol25 structures with the same formula, charge and spin is 0.0 kJ/mol. For the electronic energy, the calculation gives -157638.64437 eV.

Last column: Mulliken charge in e.
Cartesian coordinates (Å):
Os1 -0.418 -1.299 -0.525  0.8340
Se1 -3.356 -2.579 0.624  0.4237
As1 0.372 -3.614 -1.222  0.3354
O1 -0.171 2.233 1.577  -0.5508
O2 -0.861 0.403 0.559  -0.6368
N1 2.473 6.523 3.283  -0.3234
N2 -4.813 -2.306 -0.299  -0.5576
N3 0.762 5.268 4.176  -0.2765
N4 2.320 4.284 2.728  -0.0589
N5 -2.316 -1.841 -0.713  -0.3020
N6 1.546 -0.417 -0.089  -0.6732
C1 -2.785 -0.912 -2.961  -0.7142
C2 -0.798 -5.016 -0.610  -1.1185
C3 0.055 1.251 0.816  0.6160
C4 2.125 -4.032 -0.534  -1.0685
C5 -3.794 -0.614 -3.865  -0.7018
C6 2.576 1.842 0.641  -1.0017
C7 1.372 1.066 0.090  0.2866
C8 -3.150 -1.464 -1.732  1.6377
C9 1.832 5.383 3.418  0.6921
C10 0.477 -3.781 -3.143  -1.0491
C11 1.884 2.976 2.841  -0.6290
C12 -5.161 -0.855 -3.598  -0.6404
C13 -5.549 -1.415 -2.414  -0.5695
C14 -4.540 -1.736 -1.456  0.5449
C15 2.735 1.905 2.175  -1.0619
H1 1.471 2.730 3.823  0.6541
H2 0.693 -4.827 -3.359  0.4427
H3 1.951 -0.827 0.754  0.3794
H4 3.788 2.073 2.419  0.4327
H5 2.875 -3.380 -0.979  0.3817
H6 2.348 -5.059 -0.820  0.4362
H7 3.125 4.470 2.137  0.3075
H8 -0.352 -5.959 -0.927  0.4602
H9 0.719 2.692 2.115  0.5107
H10 -1.749 -0.744 -3.232  0.3516
H11 -0.873 -5.008 0.476  0.3967
H12 -6.583 -1.633 -2.177  0.5144
H13 2.237 -0.575 -0.818  0.4149
H14 -0.470 -3.507 -3.600  0.3792
H15 2.143 -3.961 0.551  0.3811
H16 1.280 -3.159 -3.533  0.3953
H17 0.418 6.053 4.715  0.2433
H18 1.164 1.446 -0.915  0.1850
H19 -1.778 -4.913 -1.070  0.3692
H20 2.471 0.956 2.647  0.4459
H21 3.482 1.430 0.194  0.4008
H22 -5.894 -0.603 -4.351  0.4610
H23 2.506 2.855 0.234  0.5381
H24 0.244 4.409 4.269  0.1908
H25 3.322 6.613 2.739  0.2087
H26 2.170 7.361 3.765  0.2398
H27 -3.525 -0.188 -4.824  0.4424